{"formula": "C16H22BNO7", "method": "ωB97M-V/def2-TZVPD", "lumo_ev": 0.42, "energy_ha": -1229.30370, "homo_energy_ev": -8.64, "total_charge": 0, "elements": ["C", "C", "O", "C", "O", "C", "C", "C", "C", "C", "C", "B", "O", "O", "C", "C", "N", "C", "C", "O", "C", "O", "O", "C", "C", "H", "H", "H", "H", "H", "H", "H", "H", "H", "H", "H", "H", "H", "H", "H", "H", "H", "H", "H", "H", "H", "H"], "positions_angstrom": [[1.16153, 1.75359, -3.48489], [1.50520, 0.28041, -3.30068], [1.95480, 0.01857, -1.98334], [0.89282, 0.12091, -1.15426], [-0.25280, 0.39465, -1.45583], [1.14948, -0.22274, 0.30811], [0.42088, -1.51142, 0.70500], [-1.01417, -1.57422, 0.29037], [-1.34515, -2.30814, -0.83582], [-2.65294, -2.41656, -1.25603], [-3.62333, -1.66825, -0.62825], [-5.08605, -1.82958, -1.13422], [-5.46501, -3.01148, -1.69131], [-5.97796, -0.76247, -0.98354], [-3.29942, -0.95922, 0.50419], [-2.00236, -0.90392, 0.97748], [2.59004, -0.41912, 0.46478], [3.13922, -0.63443, 1.71084], [4.59729, -0.24976, 1.91633], [2.50490, -1.15554, 2.61109], [0.73249, 0.92642, 1.23631], [-0.04016, 0.70464, 2.12656], [1.26510, 2.16292, 0.98006], [0.59502, 3.12214, 1.73671], [1.02753, 3.07495, 3.18593], [0.92934, 1.95298, -4.54644], [0.37707, 2.08607, -2.78355], [2.06174, 2.32464, -3.23980], [0.64255, -0.36634, -3.47538], [2.36103, -0.01255, -3.95967], [0.51898, -1.69590, 1.79261], [0.92999, -2.37602, 0.25030], [-0.54377, -2.77581, -1.37639], [-2.97170, -3.03891, -2.07020], [-6.34208, -3.03248, -2.09964], [-6.87952, -0.85725, -1.28293], [-4.06425, -0.45004, 1.04674], [-1.71845, -0.29201, 1.79157], [3.10877, 0.04045, -0.28120], [4.84340, 0.66696, 1.35039], [4.80088, -0.08473, 2.99478], [5.26711, -1.05860, 1.58980], [-0.47297, 2.86110, 1.63765], [0.82519, 4.06959, 1.23548], [2.08605, 3.33926, 3.22800], [1.03097, 2.03214, 3.52530], [0.43268, 3.73507, 3.82695]], "forces_ev_per_a": [[0.42, 0.19, -0.01], [0.52, 0.12, -1.81], [-1.14, 0.15, 1.07], [-1.58, -0.05, 1.15], [1.52, -0.08, -0.31], [1.75, -0.28, 0.13], [-0.30, -0.98, 0.44], [0.14, -0.06, -0.22], [0.01, -0.29, -0.02], [0.40, 0.20, -0.18], [-1.19, -0.70, -0.04], [-0.93, 1.13, 0.34], [-0.28, -0.48, -0.55], [0.95, -0.23, 0.15], [0.34, 0.47, 0.43], [-0.51, -0.32, -0.61], [0.47, 0.58, -0.05], [0.34, -0.43, 0.31], [0.29, 0.36, -0.05], [0.16, 0.46, -0.12], [-0.42, -0.16, -0.24], [0.40, 0.58, -0.07], [0.33, -2.71, -0.79], [-1.21, 1.15, 0.53], [0.83, -0.21, 0.00], [-0.16, -0.04, 0.58], [0.20, -0.22, -0.78], [-0.01, 0.08, -0.11], [0.13, 0.09, -0.27], [-0.81, 0.19, 0.49], [-0.01, 0.54, -0.70], [0.14, 0.49, -0.10], [0.20, -0.41, -0.22], [0.28, -0.23, -0.40], [0.31, 0.05, 0.23], [-0.19, -0.26, -0.10], [-0.47, 0.41, 0.20], [-0.21, 0.15, 0.76], [0.26, -0.20, 0.72], [0.00, -0.42, 0.24], [-0.36, -0.11, -0.71], [-0.26, 0.19, -0.04], [0.23, 0.69, 0.19], [-0.21, -0.09, 0.31], [-0.02, 0.47, 0.14], [-0.52, 0.49, 0.20], [0.16, -0.25, -0.12]]}

=====

{"formula": "C6H7ClF2N3", "method": "ωB97M-V/def2-TZVPD", "lumo_ev": [-7.35, -7.35], "energy_ha": -1056.51770, "homo_energy_ev": [-13.69, -13.69], "total_charge": 1, "elements": ["C", "C", "C", "C", "C", "C", "N", "N", "N", "F", "F", "Cl", "H", "H", "H", "H", "H", "H", "H"], "positions_angstrom": [[0.40960, -1.16744, 1.16264], [1.17550, -0.03967, 1.62816], [-1.60306, 1.32898, -1.71495], [-0.97109, 1.76768, -2.80608], [2.22121, 0.05752, 2.62796], [-1.15244, -1.45234, -0.80808], [-0.04166, 0.59469, -0.00667], [-0.27405, -0.64911, 0.07368], [0.76032, 0.94125, 0.91103], [-2.68044, 1.70290, -1.15838], [0.23534, 1.46352, -3.06366], [-1.84588, 2.69230, -3.97458], [0.59502, -2.17934, 1.31248], [2.94207, -0.83605, 2.49811], [2.68834, 1.06171, 2.62972], [1.75496, -0.23089, 3.55256], [-0.73722, -2.52073, -0.87887], [-2.16199, -1.64295, -0.22767], [-1.31454, -0.89201, -1.75741]], "forces_ev_per_a": [[1.19, 3.10, -1.30], [-1.75, -3.77, -0.68], [0.28, 0.74, 0.80], [-0.97, 0.83, 0.19], [1.39, -1.55, 0.38], [-1.45, -1.24, 1.63], [-1.75, 1.90, -2.10], [-0.17, -4.98, 1.62], [0.26, 4.89, -1.44], [0.67, -0.44, 0.41], [1.18, -0.27, -0.35], [0.49, -0.85, 0.73], [-0.32, -1.58, 0.25], [-0.64, 1.79, -0.13], [-0.16, -0.86, 0.18], [-0.03, 0.53, 0.91], [-0.24, 1.90, -0.43], [1.78, 0.78, -1.34], [0.23, -0.89, 0.68]]}

=====

{"formula": "C15H21NO2", "method": "ωB97M-V/def2-TZVPD", "lumo_ev": 0.44, "energy_ha": -788.99129, "homo_energy_ev": -8.58, "total_charge": 0, "elements": ["C", "H", "H", "H", "C", "C", "C", "C", "C", "C", "C", "H", "H", "C", "N", "C", "O", "C", "C", "H", "C", "H", "C", "H", "H", "O", "H", "H", "H", "H", "C", "H", "H", "H", "H", "H", "H", "H", "H"], "positions_angstrom": [[-5.47459, -1.83456, 0.41792], [-5.34524, -1.93596, -0.75369], [-6.38220, -1.94817, 0.63775], [-4.81404, -2.61807, 0.74101], [-5.08834, -0.61284, 0.61952], [-3.76860, -0.10890, 0.45065], [-3.34632, 1.09780, 0.98422], [-2.00587, 1.68344, 0.38484], [-1.17860, 0.89170, -0.33398], [-1.53799, -0.42265, -0.66719], [-2.91021, -0.61652, -0.32395], [-3.26837, -1.69307, -0.78776], [-0.90953, -1.20198, -1.35278], [0.28241, 1.43997, -0.55316], [1.25369, 0.38491, -0.28206], [2.15925, 0.65252, 0.85650], [2.42563, 1.60275, 1.31358], [3.09941, -0.57995, 1.11104], [4.69677, 0.02503, 1.20466], [4.60861, 1.05389, 1.36269], [5.31835, -0.72486, 0.01731], [5.76529, -1.52352, 0.59791], [4.24204, -0.98513, -0.81010], [3.92612, -0.19236, -1.33204], [4.47775, -1.79052, -1.73470], [3.23115, -1.42398, -0.06011], [6.09725, -0.22809, -0.34417], [4.99736, -0.25761, 2.20295], [2.62649, -1.08176, 2.00462], [1.28224, -0.57220, -0.46710], [0.39985, 1.71686, -2.14490], [-0.38323, 2.31146, -2.53534], [1.41102, 2.02775, -2.30727], [0.20344, 0.55861, -2.67414], [0.44334, 2.21025, -0.03945], [-1.60935, 2.83440, 0.88641], [-3.88477, 1.86543, 1.22715], [-5.21315, -0.34017, 2.12568], [-5.82706, 0.33606, 0.35748]], "forces_ev_per_a": [[4.41, -6.89, -6.94], [-0.76, -0.41, 1.55], [-7.28, -1.62, 1.72], [0.18, -0.32, 0.71], [-1.05, 12.18, 7.45], [-1.49, 4.89, 3.53], [7.11, -0.24, -4.81], [-3.60, 1.66, 4.82], [3.71, -0.09, 0.14], [-1.28, 0.61, -0.91], [5.39, -10.03, -6.83], [0.80, 2.44, 0.97], [-1.75, 2.19, 1.98], [-3.08, -8.50, -7.62], [2.15, 3.58, 4.13], [-2.07, -13.24, -8.73], [1.70, 12.86, 6.17], [1.44, 0.94, -0.54], [-3.49, -2.15, 1.52], [0.06, 1.87, -1.05], [1.30, 0.14, 5.98], [-0.10, -1.14, -0.84], [0.34, -4.96, -5.17], [-0.88, 3.64, -2.13], [-0.58, 1.63, 2.56], [-3.66, -1.83, 3.02], [3.15, 2.32, -2.04], [0.78, -0.72, 0.06], [1.13, -0.16, -0.98], [-0.88, -1.46, -0.96], [-0.44, -4.51, 1.10], [-0.51, 0.97, -0.34], [0.39, 0.34, -0.65], [0.81, 3.41, 1.42], [1.55, 6.17, 4.32], [-1.35, -3.75, -1.87], [-3.67, 3.76, 2.68], [0.12, -0.79, -3.63], [1.39, -2.80, 0.22]]}